Here is a molecular structure, C38H51Cl3CoN2O3PSi at a distorted geometry from OMol25. Energies are from ωB97M-V with the def2-TZVPD basis set.

Geometry as XYZ:
```
100
Properties=species:S:1:pos:R:3:forces:R:3:lowdin_spin:R:1
C -5.251 1.708 -1.542 0.31 -0.22 -0.24 0.000
C -4.644 0.337 -1.472 0.19 -1.26 1.12 0.000
H -5.445 1.990 -2.580 -0.05 0.16 0.01 0.000
H -4.559 2.421 -1.097 0.01 0.11 -0.07 0.000
H -6.203 1.753 -1.000 0.04 -0.07 -0.02 0.000
C -5.079 -0.723 -2.149 -0.27 -0.43 -0.28 0.000
C -6.121 -0.660 -3.235 -0.19 -0.12 -0.16 0.000
H -4.666 -1.730 -1.955 -0.05 0.71 -0.02 0.000
H -5.876 0.131 -3.965 -0.20 -0.22 0.15 0.000
H -7.129 -0.458 -2.832 0.23 -0.02 -0.22 0.000
H -6.166 -1.621 -3.775 -0.07 0.36 0.09 0.000
Co 0.378 1.811 0.868 -1.08 -1.51 -1.96 2.531
Cl -0.856 0.322 1.752 -1.20 -1.19 1.32 0.160
Cl 0.824 2.019 -1.367 0.25 0.53 -0.45 0.063
C 0.345 -2.829 0.756 -0.22 0.51 -0.23 0.001
O 1.020 -2.705 -0.268 -0.20 -0.16 0.82 0.000
N 0.327 -3.935 1.534 0.27 -0.32 0.13 0.000
C 1.206 -5.047 1.217 -0.19 0.00 0.10 0.000
C -0.535 -4.090 2.700 0.16 0.08 -0.32 0.000
H -0.316 -2.013 1.129 0.32 -0.46 -0.21 0.002
H 1.674 -4.860 0.247 -0.09 -0.04 0.21 0.000
H 0.624 -5.977 1.186 0.09 0.08 -0.09 0.000
H 1.980 -5.153 1.990 -0.09 0.02 -0.14 0.000
H -1.041 -3.141 2.919 0.07 -0.25 -0.12 0.000
H 0.066 -4.396 3.570 -0.08 0.13 -0.17 0.000
H -1.290 -4.869 2.508 0.14 0.28 0.07 0.000
H -2.160 0.406 -3.695 0.33 -0.03 0.17 0.000
H -2.860 -1.939 -3.545 0.32 -0.04 0.05 0.000
C -1.108 0.127 -3.812 -0.02 0.14 -0.10 0.001
C -1.822 -2.217 -3.778 0.04 -0.01 0.22 0.000
N -0.911 -1.203 -3.260 0.81 -0.18 -0.64 0.000
H -0.479 0.824 -3.249 -0.39 -0.19 -0.29 0.001
C 0.382 -1.561 -2.952 -0.93 0.08 -0.73 0.000
O 1.356 -0.847 -3.129 -0.09 -0.21 0.39 0.000
H -1.600 -3.190 -3.314 -0.08 0.25 -0.14 0.000
H 0.436 -2.579 -2.536 0.15 0.07 -0.05 0.000
H -0.824 0.142 -4.879 0.06 0.01 0.11 0.000
H -1.729 -2.317 -4.879 0.03 0.04 0.36 0.000
O -2.411 0.666 -1.405 1.29 -0.39 -0.70 0.002
C -3.361 0.198 -0.608 -0.22 0.72 0.12 0.000
C -2.442 -2.215 -0.518 -0.03 -0.55 -0.34 0.001
C -3.203 -1.211 0.060 -0.34 0.94 -0.37 0.002
H -1.727 -1.965 -1.312 -0.62 0.07 0.36 0.000
C -2.623 -3.548 -0.116 -0.13 0.67 0.16 0.000
H -3.463 0.921 0.213 -0.53 -0.02 1.05 0.000
C -3.925 -1.488 1.224 0.09 -0.58 -0.19 0.002
H -2.145 -4.330 -0.693 0.14 -0.16 0.15 0.000
C -3.443 -3.850 0.973 0.25 0.08 -0.20 0.000
C -4.034 -2.804 1.692 -0.03 0.33 -0.18 0.000
H -4.397 -0.643 1.724 -0.09 -0.28 0.01 0.000
H -3.571 -4.895 1.254 -0.11 0.23 0.11 0.000
H -4.614 -3.010 2.588 0.06 -0.03 -0.09 0.000
Si 0.046 4.178 -1.488 0.75 0.94 -0.84 0.004
Cl -1.235 3.215 0.446 -1.28 1.65 -0.37 0.082
C 1.058 4.301 -3.138 0.29 -0.19 0.56 0.002
C 0.953 5.276 -0.212 -0.26 -0.63 0.37 0.001
C -1.399 5.231 -2.167 -1.00 -0.06 0.28 0.002
H 0.787 3.525 -3.866 -0.01 0.06 0.21 0.001
H 2.132 4.208 -2.931 -0.14 -0.11 -0.09 0.000
H 0.898 5.268 -3.609 -0.10 0.21 -0.03 0.000
H -1.677 4.946 -3.197 0.15 -0.11 0.45 0.000
H -1.070 6.294 -2.239 0.19 -0.70 0.18 0.000
H -2.323 5.238 -1.563 0.36 -0.10 -0.20 0.001
H 0.288 5.594 0.606 0.09 -0.21 -0.34 0.000
H 1.320 6.171 -0.688 0.22 0.33 -0.40 0.000
H 1.810 4.772 0.250 -0.04 -0.02 -0.11 0.001
C 3.376 -3.291 3.805 0.07 -0.03 -0.05 0.004
C 2.193 -2.618 4.122 -0.03 -0.06 0.24 -0.001
C 1.785 -1.526 3.364 0.15 0.25 -0.28 0.005
C 2.582 -1.089 2.285 -0.13 -0.35 0.60 0.016
C 3.762 -1.775 1.963 -0.21 -0.02 0.30 0.007
C 4.155 -2.880 2.718 -0.27 0.10 0.14 0.000
P 2.125 0.454 1.448 1.40 0.22 -0.17 0.047
C 2.428 1.738 2.729 0.55 -1.06 -0.05 -0.002
C 1.557 2.823 2.715 -0.29 0.17 -0.21 0.029
C 1.666 3.832 3.658 -0.04 -0.03 -0.17 0.005
C 2.689 3.738 4.593 0.13 0.48 0.48 0.002
C 3.563 2.656 4.624 0.00 -0.79 -0.56 0.000
C 3.427 1.607 3.696 -0.56 1.28 0.33 0.000
C 3.423 0.667 0.203 0.10 -0.54 -0.01 0.004
C 4.258 1.780 0.180 0.22 -0.26 -0.50 0.003
C 5.064 1.984 -0.947 -0.25 -0.19 0.23 0.000
C 5.017 1.087 -2.017 0.42 0.39 -0.12 0.003
C 4.211 -0.042 -1.959 -0.14 -0.67 0.04 0.000
C 3.417 -0.287 -0.842 0.23 0.76 0.22 0.003
H 3.696 -4.137 4.417 -0.10 0.22 -0.20 0.000
H 1.585 -2.936 4.984 0.36 0.14 -0.50 0.000
H 0.858 -0.983 3.600 0.43 -0.28 -0.13 0.000
H 4.385 -1.433 1.141 -0.14 -0.10 0.17 0.000
H 5.080 -3.398 2.458 -0.28 0.09 0.14 0.000
H 0.694 2.950 1.980 1.16 0.97 1.81 0.010
H 0.953 4.658 3.649 0.32 -0.20 0.07 0.000
H 2.798 4.541 5.327 0.01 -0.29 -0.17 0.000
H 4.358 2.587 5.355 -0.07 0.18 0.14 0.000
H 4.052 0.720 3.723 0.01 0.16 -0.01 0.000
H 4.299 2.454 1.039 -0.06 -0.08 -0.37 0.000
H 5.727 2.840 -0.962 0.01 0.00 -0.15 0.000
H 5.646 1.268 -2.902 -0.37 -0.09 0.47 0.000
H 4.200 -0.775 -2.775 -0.05 0.44 0.27 0.000
H 2.795 -1.186 -0.761 0.06 0.43 -0.24 0.000
```
Forces are in eV/Å.

* expectation value of S²: 3.764
* electronic energy: -5208.0785 hartree
* energy above the lowest of the compared OMol25 structures with the same formula, charge and spin: 0.0 kcal per mole
* gap between HOMO and LUMO (alpha / beta): 5.3 / 5.2 eV
* net charge: -1
* 2S+1: 4

Here is a molecular structure, C38H51Cl3FeN2O3SbSi at a distorted geometry from OMol25. Energies are from ωB97M-V with the def2-TZVPD basis set.

Geometry as XYZ:
```
100
Properties=species:S:1:pos:R:3:forces:R:3:lowdin_spin:R:1
C -1.589 -1.756 -4.167 -0.14 0.15 -0.02 0.000
C -1.077 -2.643 -3.072 0.81 -1.55 -0.06 0.001
H -1.271 -2.107 -5.159 -0.20 0.26 0.27 0.000
H -1.221 -0.738 -3.990 0.00 -0.14 -0.12 0.000
H -2.691 -1.692 -4.147 0.29 -0.12 -0.03 0.000
C -0.497 -3.840 -3.275 -0.43 0.51 0.41 0.002
C -0.322 -4.526 -4.586 -0.15 -0.37 0.02 0.000
H -0.145 -4.404 -2.402 -0.16 0.22 -0.26 0.000
H -0.460 -3.842 -5.417 0.01 -0.05 -0.20 0.000
H -1.057 -5.347 -4.687 0.36 0.19 -0.10 0.000
H 0.684 -4.952 -4.650 -0.06 -0.12 -0.14 0.000
Fe 0.468 0.925 -1.369 -1.00 -3.27 1.34 3.665
Cl -1.906 0.486 0.390 -2.42 1.00 -1.03 0.005
Cl -0.244 1.886 -3.086 -0.38 1.00 -0.56 0.093
H 0.451 4.201 3.102 0.17 -0.03 -0.24 0.000
H -1.385 5.579 2.077 0.07 -0.09 -0.10 0.000
C 0.911 4.132 2.106 -0.08 -0.07 0.14 0.001
C -1.005 5.363 1.074 0.17 -0.42 0.00 0.001
N -0.146 4.171 1.105 -0.26 0.90 0.02 0.006
H 1.442 3.183 2.013 -0.10 0.20 0.05 0.000
C -0.220 3.275 0.141 1.51 -2.12 -0.43 0.010
O 0.635 2.331 0.016 -1.37 2.63 0.79 0.050
H -1.847 5.183 0.407 0.00 -0.05 0.05 0.000
H -1.059 3.363 -0.566 0.23 0.01 0.23 0.000
H 1.609 4.968 1.959 -0.15 -0.16 0.00 0.000
H -0.458 6.235 0.697 0.04 -0.14 0.14 0.000
H 1.506 -1.260 -3.809 0.23 0.21 0.16 0.000
H 2.383 -3.530 -2.331 0.21 0.10 -0.11 0.000
C 2.503 -0.894 -3.516 -0.54 -0.27 -0.03 -0.001
C 3.275 -2.891 -2.263 -0.20 -0.08 0.19 0.001
N 2.874 -1.493 -2.238 0.45 -0.12 -0.05 0.008
H 2.469 0.195 -3.430 0.03 -0.25 0.00 0.000
C 2.782 -0.839 -1.093 -0.54 1.48 -0.29 0.011
O 2.330 0.339 -1.000 1.69 -1.79 0.35 0.032
H 3.803 -3.130 -1.330 -0.07 0.00 -0.30 0.000
H 3.184 -1.372 -0.212 -0.25 0.20 -0.18 0.001
H 3.235 -1.219 -4.264 -0.03 0.20 0.12 0.000
H 3.927 -3.073 -3.129 -0.13 0.04 0.31 0.000
O -0.129 -1.011 -1.807 1.05 0.37 0.84 0.080
C -1.077 -2.013 -1.697 -0.22 1.12 0.04 0.010
C 0.248 -3.464 -0.010 -0.05 -0.26 0.13 0.000
C -0.971 -3.014 -0.519 -0.12 0.32 -0.86 0.002
H 1.188 -2.988 -0.316 -0.52 -0.09 0.08 0.000
C 0.272 -4.576 0.842 -0.12 0.04 -0.13 0.000
H -2.086 -1.577 -1.626 -0.12 0.14 0.45 0.001
C -2.168 -3.607 -0.096 0.21 -0.40 -0.06 0.000
H 1.236 -4.959 1.202 -0.45 0.15 -0.07 0.000
C -0.921 -5.224 1.186 -0.03 -0.09 0.07 0.000
C -2.156 -4.733 0.734 0.30 0.21 0.06 0.000
H -3.109 -3.214 -0.499 0.33 -0.15 0.22 0.000
H -0.882 -6.118 1.821 -0.06 0.42 -0.22 0.000
H -3.099 -5.216 1.035 0.55 0.25 -0.14 0.000
Si -0.380 4.129 -5.011 -0.12 0.21 -0.49 0.003
Cl -0.520 2.122 -5.814 -0.22 1.60 -1.23 0.006
C 1.433 4.550 -4.702 0.09 -0.07 -0.18 0.001
C -1.599 4.591 -3.628 0.13 0.17 -0.14 0.003
C -0.873 5.332 -6.410 -0.01 -0.45 -0.64 0.000
H 1.945 3.743 -4.173 -0.01 0.10 0.00 0.000
H 1.533 5.479 -4.116 -0.13 -0.29 -0.12 0.000
H 1.942 4.723 -5.674 -0.30 -0.17 0.48 0.000
H -0.178 5.275 -7.277 -0.35 0.00 0.53 0.000
H -0.889 6.374 -6.063 0.10 -0.21 0.10 0.000
H -1.881 5.113 -6.803 0.29 0.02 0.17 0.000
H -1.547 3.895 -2.799 -0.08 0.09 -0.01 0.001
H -2.619 4.580 -4.029 0.10 0.03 0.02 0.000
H -1.395 5.615 -3.250 0.01 -0.42 -0.36 0.000
C -1.381 3.308 5.423 0.04 -0.06 0.18 0.000
C -0.124 2.697 5.487 -0.22 -0.13 -0.35 0.000
C 0.209 1.686 4.573 0.05 0.48 0.27 0.000
C -0.705 1.307 3.581 -0.05 -0.80 0.03 0.001
C -1.963 1.911 3.533 -0.30 0.59 0.18 0.000
C -2.305 2.911 4.455 0.32 -0.16 -0.11 0.000
Sb -0.265 -0.324 2.175 1.70 -0.53 -0.57 0.002
C 1.796 -0.591 2.991 -1.09 -0.24 1.10 0.000
C 2.814 0.065 2.293 0.60 -0.59 0.87 0.000
C 4.122 -0.010 2.799 0.09 0.10 -0.08 0.000
C 4.423 -0.744 3.956 -0.60 0.02 -0.24 0.000
C 3.375 -1.393 4.622 -0.06 -0.22 0.15 0.000
C 2.048 -1.307 4.161 1.71 0.35 -0.03 0.000
C -1.523 -1.910 3.059 0.70 0.68 0.13 0.001
C -0.944 -2.990 3.734 -0.51 -0.34 0.21 0.000
C -1.765 -3.938 4.359 -0.22 0.09 -0.20 0.000
C -3.159 -3.839 4.255 0.12 0.20 -0.07 0.000
C -3.731 -2.788 3.524 0.44 -0.09 0.00 0.000
C -2.909 -1.820 2.924 -0.37 -0.57 0.48 0.000
H -1.654 4.068 6.160 0.10 -0.17 -0.24 0.000
H 0.591 3.005 6.250 -0.14 -0.09 -0.15 0.000
H 1.206 1.227 4.645 -0.60 0.13 -0.12 0.000
H -2.701 1.646 2.765 0.44 -0.08 0.23 0.000
H -3.293 3.374 4.418 0.23 -0.11 0.00 0.000
H 2.610 0.614 1.376 -0.10 -0.02 0.09 0.000
H 4.924 0.526 2.287 -0.12 -0.13 0.07 0.000
H 5.452 -0.805 4.329 -0.44 0.03 -0.15 0.000
H 3.594 -1.978 5.517 0.00 0.16 -0.11 0.000
H 1.249 -1.766 4.743 0.20 0.14 -0.16 0.000
H 0.140 -3.130 3.768 -0.43 0.16 0.00 0.000
H -1.322 -4.765 4.924 -0.11 0.23 -0.23 0.000
H -3.798 -4.584 4.738 0.22 0.26 -0.16 0.000
H -4.817 -2.719 3.422 0.30 -0.02 0.02 0.000
H -3.381 -1.020 2.355 0.27 -0.04 0.07 0.000
```
Forces are in eV/Å.

* expectation value of S²: 6.010
* electronic energy: -4987.9883 hartree
* gap between HOMO and LUMO (alpha / beta): 5.5 / 5.5 eV
* net charge: -1
* 2S+1: 5